#P
{"formula": "CH2O2S2", "method": "ωB97M-V/def2-TZVPD", "homo_ev": [-7.857, -9.756], "total_charge": 0, "lumo_energy_ev": [-1.06, -0.85], "mol_weight_g_mol": 110.16, "elements": ["C", "O", "O", "S", "S", "H", "H"], "positions_angstrom": [[-0.1675, 0.3360, -1.2317], [0.1348, -1.6481, 1.6746], [0.2751, -0.5065, 2.3542], [0.3841, -1.0893, -0.7616], [-0.4550, 1.7531, -0.4072], [1.0251, -1.8728, 1.3825], [-0.2257, 2.7046, -1.4502]], "nbo_charge": [-0.45, -0.31, -0.18, 0.16, 0.17, 0.47, 0.14]}

***

#Q
{"formula": "CH2O2S2", "method": "ωB97M-V/def2-TZVPD", "homo_ev": -8.967, "total_charge": 0, "lumo_energy_ev": -1.08, "mol_weight_g_mol": 110.16, "elements": ["C", "O", "O", "S", "S", "H", "H"], "positions_angstrom": [[1.3204, 0.9643, -0.3121], [-0.1389, -1.2986, 0.1617], [2.0162, 1.7220, 0.2782], [-2.2956, 0.4821, 0.0704], [-0.2486, 0.0741, 0.6253], [1.1677, 0.7846, -1.3907], [-2.2078, -0.5437, -0.7330]], "nbo_charge": [0.32, -0.95, -0.44, -0.21, 0.99, 0.15, 0.15]}

***

Stability summary: most stable #Q, least stable #P.

***

#P
{"formula": "C2H2O2", "method": "ωB97M-V/def2-TZVPD", "homo_ev": -9.543, "total_charge": 0, "lumo_energy_ev": 0.05, "mol_weight_g_mol": 58.04, "elements": ["O", "C", "C", "O", "H", "H"], "positions_angstrom": [[1.5257, -0.6843, -0.6966], [0.8724, -0.1391, 0.1251], [-1.0018, 0.4451, -0.2449], [-0.4997, -0.5692, 0.3925], [1.1294, 0.6744, 0.8051], [-2.0740, 0.2503, -0.4032]], "nbo_charge": [-0.51, 0.61, 0.11, -0.48, 0.16, 0.11]}

***

#Q
{"formula": "C2H2O2", "method": "ωB97M-V/def2-TZVPD", "homo_ev": -9.535, "total_charge": 0, "lumo_energy_ev": -0.08, "mol_weight_g_mol": 58.04, "elements": ["O", "C", "C", "O", "H", "H"], "positions_angstrom": [[1.4899, -0.7489, -0.6340], [0.8288, -0.0833, 0.0985], [-0.8940, 0.3402, -0.2508], [-0.5551, -0.5749, 0.5702], [1.1141, 0.7182, 0.7770], [-1.9775, 0.3237, -0.4803]], "nbo_charge": [-0.56, 0.52, 0.17, -0.45, 0.17, 0.14]}

***

#R
{"formula": "C2H2O2", "method": "ωB97M-V/def2-TZVPD", "homo_ev": [-9.483, -9.484], "total_charge": 0, "lumo_energy_ev": [-1.79, -1.79], "mol_weight_g_mol": 58.04, "elements": ["C", "C", "O", "O", "H", "H"], "positions_angstrom": [[0.2219, -0.6291, 0.0530], [0.7522, 0.6412, 0.1199], [-1.1275, -0.7035, 0.1138], [-1.4977, 0.6918, 0.0997], [0.5571, -1.6250, -0.2155], [1.0940, 1.6245, -0.1709]], "nbo_charge": [0.09, 0.04, -0.23, -0.38, 0.23, 0.25]}

***

#S
{"formula": "C2H2O2", "method": "ωB97M-V/def2-TZVPD", "homo_ev": -8.669, "total_charge": 0, "smiles": "O=C=CO", "lumo_energy_ev": 0.51, "mol_weight_g_mol": 58.04, "elements": ["C", "C", "O", "O", "H", "H"], "positions_angstrom": [[-0.1526, 0.2805, 0.2149], [1.1021, 0.2447, -0.0695], [-0.8147, -0.9566, 0.0038], [2.2148, 0.0218, -0.1626], [-0.7236, 1.1381, 0.3066], [-1.6259, -0.7285, -0.2932]], "nbo_charge": [-0.24, 0.65, -0.67, -0.42, 0.21, 0.47]}

***

Stability summary: most stable #S, least stable #R.

***

#P
{"formula": "CH2N4", "method": "ωB97M-V/def2-TZVPD", "homo_ev": -10.626, "total_charge": 0, "lumo_energy_ev": 1.02, "mol_weight_g_mol": 70.05, "elements": ["C", "H", "H", "N", "N", "N", "N"], "positions_angstrom": [[-0.2853, -0.7837, 0.5936], [-0.5711, -1.6340, 1.3726], [0.3168, 1.9308, -0.6362], [0.1411, -1.0007, -0.6645], [0.4275, 0.0872, -1.2419], [0.0841, 0.9172, -0.2708], [-0.1132, 0.4831, 0.8472]], "nbo_charge": [0.07, 0.23, 0.41, -0.28, -0.06, -0.14, -0.23]}

***

#Q
{"formula": "CH2N4", "method": "ωB97M-V/def2-TZVPD", "homo_ev": -9.208, "total_charge": 0, "lumo_energy_ev": -0.73, "mol_weight_g_mol": 70.05, "elements": ["C", "N", "N", "N", "N", "H", "H"], "positions_angstrom": [[0.0056, -0.0429, -0.1628], [1.0855, -1.4997, -2.7728], [1.2997, -1.7312, -1.4806], [0.2211, -0.6065, -2.7185], [0.4096, -0.6941, -1.1730], [-0.6941, 0.6323, -0.3864], [0.4722, -0.3293, 0.7721]], "nbo_charge": [-0.01, 0.02, -0.28, -0.13, -0.04, 0.22, 0.23]}

***

#R
{"formula": "CH2N4", "method": "ωB97M-V/def2-TZVPD", "homo_ev": -10.407, "total_charge": 0, "smiles": "c1nnn[nH]1", "lumo_energy_ev": 0.79, "mol_weight_g_mol": 70.05, "elements": ["C", "H", "H", "N", "N", "N", "N"], "positions_angstrom": [[0.8008, 0.8476, -0.0427], [1.6127, 1.6311, -0.0359], [-1.3356, 1.4737, -0.0405], [1.0766, -0.5435, 0.0020], [-0.0934, -1.1899, 0.0366], [-1.0998, -0.2872, -0.0746], [-0.6093, 0.8505, 0.0836]], "nbo_charge": [0.04, 0.25, 0.42, -0.25, -0.09, -0.07, -0.30]}

***

#S
{"formula": "CH2N4", "method": "ωB97M-V/def2-TZVPD", "homo_ev": -9.757, "total_charge": 0, "smiles": "N=C=N.N#N", "lumo_energy_ev": 1.06, "mol_weight_g_mol": 70.05, "elements": ["C", "N", "N", "N", "N", "H", "H"], "positions_angstrom": [[-1.3020, -0.0545, 0.0787], [-2.0635, -0.9730, -0.1888], [3.1233, 0.5708, 0.1952], [2.6845, -0.2547, -0.4241], [-0.5341, 0.8028, 0.4271], [-1.7373, -1.7970, -0.6305], [-0.1709, 1.7056, 0.5424]], "nbo_charge": [0.69, -0.78, 0.00, 0.01, -0.76, 0.40, 0.44]}

***

Stability summary: most stable #S, least stable #Q.

***

#P
{"formula": "CH3NP2", "method": "ωB97M-V/def2-TZVPD", "homo_ev": -9.993, "total_charge": 0, "lumo_energy_ev": -2.20, "mol_weight_g_mol": 90.99, "elements": ["C", "N", "P", "P", "H", "H", "H"], "positions_angstrom": [[2.9683, 0.0152, 0.0486], [3.8682, -0.6966, 0.0599], [-0.1346, -0.7303, 0.1471], [0.7495, 1.2346, -0.0491], [-1.2777, -0.6143, -0.7951], [0.8225, -1.3201, -0.9022], [0.3847, 1.5809, 1.2079]], "nbo_charge": [0.04, -0.46, -0.03, 0.44, 0.02, 0.06, -0.06]}

***

#Q
{"formula": "CH3NP2", "method": "ωB97M-V/def2-TZVPD", "homo_ev": -9.984, "total_charge": 0, "smiles": "N#C[PH]#[PH2]", "lumo_energy_ev": -0.33, "mol_weight_g_mol": 90.99, "elements": ["C", "N", "P", "P", "H", "H", "H"], "positions_angstrom": [[2.8820, 0.0277, 0.0269], [3.8844, 0.6169, -0.0620], [-0.0153, 0.8588, 0.0676], [0.9944, -1.0524, 0.0964], [-1.0899, 0.2768, -0.5365], [-0.2155, 0.7393, 1.3561], [1.1271, -1.2119, -1.4226]], "nbo_charge": [0.01, -0.40, 0.11, 0.29, -0.01, -0.03, 0.03]}

***

Stability summary: most stable #Q, least stable #P.

***

#P
{"formula": "C2H4O3", "method": "ωB97M-V/def2-TZVPD", "homo_ev": -10.140, "total_charge": 0, "smiles": "O=CO.C=O", "lumo_energy_ev": 0.88, "mol_weight_g_mol": 76.05, "elements": ["O", "C", "H", "H", "O", "C", "O", "H", "H"], "positions_angstrom": [[1.9203, 0.6712, -0.0903], [1.9968, 0.1766, 1.0168], [2.1726, 0.8264, 1.8973], [1.7760, -0.9271, 1.2380], [-0.8173, -0.9502, 0.4375], [-1.6517, -0.5482, -0.3904], [-1.4174, 0.5484, -1.0712], [-2.7359, -0.8871, -0.5019], [-0.7678, 1.0620, -0.6002]], "nbo_charge": [-0.52, 0.28, 0.11, 0.13, -0.61, 0.64, -0.67, 0.13, 0.51]}

***

#Q
{"formula": "C2H4O3", "method": "ωB97M-V/def2-TZVPD", "homo_ev": -10.459, "total_charge": 0, "smiles": "O=CO.C=O", "lumo_energy_ev": 0.22, "mol_weight_g_mol": 76.05, "elements": ["O", "C", "H", "H", "O", "C", "O", "H", "H"], "positions_angstrom": [[0.8850, 1.7474, 2.1101], [0.3664, 0.6783, 2.2728], [-0.6187, 0.2845, 1.9806], [0.9640, -0.0854, 2.8205], [0.1086, 0.6672, -2.7444], [-0.0473, -0.1974, -1.9419], [-1.2062, -0.8696, -1.8845], [0.7136, -0.5558, -1.2246], [-1.1655, -1.6693, -1.3885]], "nbo_charge": [-0.48, 0.27, 0.11, 0.09, -0.53, 0.64, -0.68, 0.09, 0.48]}

***

Stability summary: most stable #P, least stable #Q.

***

#P
{"formula": "C2H4O3", "method": "ωB97M-V/def2-TZVPD", "homo_ev": -10.882, "total_charge": 0, "smiles": "O=CC=O.O", "lumo_energy_ev": -1.51, "mol_weight_g_mol": 76.05, "elements": ["C", "C", "H", "H", "H", "H", "O", "O", "O"], "positions_angstrom": [[-0.4044, -0.6151, -0.3085], [-1.2324, -1.8090, -0.4771], [-0.5536, 0.1629, -1.1016], [-1.2228, -2.5279, 0.3802], [2.0093, 3.0575, 0.5226], [1.3048, 1.6707, 0.6567], [0.4333, -0.5352, 0.5947], [-2.0039, -1.8285, -1.4559], [1.6698, 2.4245, 1.1889]], "nbo_charge": [0.32, 0.31, 0.14, 0.15, 0.47, 0.48, -0.47, -0.45, -0.95]}

***

#Q
{"formula": "C2H4O3", "method": "ωB97M-V/def2-TZVPD", "homo_ev": [-10.841, -9.463], "total_charge": 0, "lumo_energy_ev": [-0.42, -1.19], "mol_weight_g_mol": 76.05, "elements": ["C", "C", "O", "O", "O", "H", "H", "H", "H"], "positions_angstrom": [[-2.3823, -0.3810, 0.7764], [1.5501, 0.4024, -1.1610], [-2.1661, -0.0492, 1.8398], [-2.2842, -0.7264, -0.3181], [0.7405, -0.4639, 0.9026], [2.5727, 0.3516, -0.8043], [0.7583, 1.3772, -1.3082], [0.9530, -0.6287, -1.3892], [0.2581, 0.1181, 1.4620]], "nbo_charge": [1.02, -0.37, -0.51, -0.51, -0.72, 0.21, 0.22, 0.23, 0.43]}

***

#R
{"formula": "C2H4O3", "method": "ωB97M-V/def2-TZVPD", "homo_ev": -10.507, "total_charge": 0, "smiles": "O=C(O)CO", "lumo_energy_ev": 0.33, "mol_weight_g_mol": 76.05, "elements": ["C", "C", "H", "H", "H", "H", "O", "O", "O"], "positions_angstrom": [[0.3344, -0.5728, -0.0189], [-1.1406, 0.1196, -0.2846], [2.0160, 0.1138, 0.4313], [0.2532, -0.9025, 1.1394], [0.3048, -1.5345, -0.6354], [-0.1140, 1.5097, 0.0240], [1.4796, 0.3209, -0.3800], [-1.0670, 1.4843, -0.0688], [-2.0664, -0.5386, -0.2070]], "nbo_charge": [-0.24, 0.78, 0.48, 0.21, 0.21, 0.49, -0.72, -0.67, -0.53]}

***

Stability summary: most stable #R, least stable #Q.